*w*
Entry from OMol25: a molecular structure, C43H51BN8O6SY (the ωB97M-V functional and the def2-TZVPD basis).

CARTESIAN COORDINATES (ANGSTROEM)
Y (0.03, 0.01, 0.02)
O (-6.07, 5.72, 0.02)
C (-5.71, 4.62, 0.71)
O (-6.08, 4.47, 1.85)
C (-4.85, 3.62, 0.01)
C (-4.93, 2.29, 0.42)
C (-4.08, 1.34, -0.11)
C (-3.11, 1.74, -1.03)
C (-3.04, 3.05, -1.47)
C (-3.92, 3.99, -0.95)
N (-2.15, 0.79, -1.46)
C (-2.23, 0.38, -2.66)
C (-1.27, -0.61, -3.18)
C (-1.46, -1.15, -4.44)
C (-0.57, -2.13, -4.88)
C (0.45, -2.52, -4.04)
C (0.57, -1.90, -2.80)
N (-0.26, -0.96, -2.37)
H (-5.83, 5.62, -0.91)
H (-5.66, 2.02, 1.17)
H (-4.12, 0.31, 0.21)
H (-2.27, 3.34, -2.17)
H (-3.82, 5.02, -1.26)
H (-3.01, 0.72, -3.34)
H (-2.28, -0.83, -5.06)
H (-0.69, -2.58, -5.86)
H (1.16, -3.28, -4.33)
H (1.36, -2.19, -2.12)
C (4.20, -2.75, 1.45)
C (2.77, -2.34, 1.40)
N (1.94, -2.72, 0.48)
O (2.57, -3.48, -0.55)
C (2.27, -1.32, 2.33)
C (2.87, -1.01, 3.67)
N (1.35, -0.58, 1.80)
O (0.88, 0.50, 2.33)
H (4.79, -2.11, 0.79)
H (4.32, -3.77, 1.11)
H (4.59, -2.64, 2.46)
H (3.15, -2.81, -0.96)
H (3.24, -1.91, 4.16)
H (2.11, -0.54, 4.30)
H (3.69, -0.30, 3.58)
C (-5.25, 2.72, 4.73)
C (-3.78, 3.14, 4.80)
C (-3.71, 4.66, 4.70)
C (-3.18, 2.69, 6.14)
C (-3.01, 2.46, 3.68)
C (-3.03, 1.07, 3.53)
C (-2.32, 0.48, 2.51)
N (-1.60, 1.16, 1.62)
C (-1.55, 2.48, 1.76)
C (-2.22, 3.15, 2.78)
C (-0.74, 3.23, 0.75)
C (-0.83, 4.61, 0.64)
C (-0.13, 5.28, -0.35)
C (0.66, 4.51, -1.20)
C (0.71, 3.14, -1.02)
N (0.02, 2.50, -0.07)
C (-0.22, 6.79, -0.54)
C (1.18, 7.39, -0.37)
C (-0.73, 7.08, -1.96)
C (-1.17, 7.45, 0.46)
H (-5.80, 3.20, 5.55)
H (-5.39, 1.65, 4.83)
H (-5.70, 3.05, 3.79)
H (-4.31, 5.10, 5.50)
H (-4.11, 5.02, 3.75)
H (-2.69, 5.04, 4.82)
H (-3.71, 3.16, 6.97)
H (-2.12, 2.98, 6.21)
H (-3.24, 1.61, 6.26)
H (-3.60, 0.44, 4.21)
H (-2.34, -0.60, 2.39)
H (-2.13, 4.22, 2.86)
H (-1.47, 5.16, 1.31)
H (1.25, 4.95, -1.99)
H (1.35, 2.52, -1.64)
H (1.89, 6.99, -1.09)
H (1.57, 7.20, 0.63)
H (1.14, 8.47, -0.51)
H (-0.06, 6.68, -2.73)
H (-0.80, 8.16, -2.11)
H (-1.72, 6.65, -2.13)
H (-0.84, 7.30, 1.49)
H (-2.19, 7.07, 0.37)
H (-1.20, 8.52, 0.28)
O (3.42, -0.87, -1.31)
B (2.53, 0.23, -1.02)
O (3.27, 1.40, -1.31)
C (4.52, 1.03, -1.72)
C (5.58, 1.84, -2.09)
C (6.75, 1.19, -2.47)
C (6.85, -0.20, -2.48)
C (5.77, -1.00, -2.10)
C (4.62, -0.34, -1.73)
H (5.50, 2.92, -2.07)
H (7.61, 1.78, -2.76)
H (7.78, -0.67, -2.77)
H (5.84, -2.08, -2.10)
C (-4.13, -3.96, 1.22)
N (-2.73, -4.22, 1.47)
C (-1.72, -3.44, 1.07)
N (-0.49, -3.77, 1.41)
S (-2.07, -2.05, 0.14)
H (-4.70, -4.81, 1.58)
H (-4.32, -3.82, 0.16)
H (-4.47, -3.06, 1.75)
H (-2.50, -5.02, 2.03)
H (-0.30, -4.63, 1.90)
H (0.32, -3.28, 1.00)

Output
* total charge: +1
* LUMO: -0.11126 Eh
* E_HOMO: -0.362 Ha
* HOMO-LUMO gap: 6.831 eV


*x*
Entry from OMol25: a molecular structure, C43H51BN8O6SY (the ωB97M-V functional and the def2-TZVPD basis).

CARTESIAN COORDINATES (ANGSTROEM)
Y (0.47, 1.70, -0.10)
O (-3.54, -4.54, 4.23)
C (-2.30, -4.12, 3.90)
O (-1.38, -4.88, 3.92)
C (-2.14, -2.68, 3.48)
C (-0.90, -2.31, 2.98)
C (-0.68, -1.03, 2.52)
C (-1.70, -0.08, 2.54)
C (-2.94, -0.44, 3.07)
C (-3.15, -1.73, 3.54)
N (-1.42, 1.19, 1.95)
C (-2.24, 2.15, 2.11)
C (-2.04, 3.45, 1.47)
C (-2.97, 4.47, 1.67)
C (-2.74, 5.70, 1.08)
C (-1.59, 5.88, 0.34)
C (-0.72, 4.81, 0.19)
N (-0.94, 3.62, 0.74)
H (-4.19, -3.84, 4.13)
H (-0.11, -3.05, 2.95)
H (0.29, -0.75, 2.14)
H (-3.76, 0.25, 3.11)
H (-4.13, -1.95, 3.95)
H (-3.13, 2.06, 2.73)
H (-3.85, 4.29, 2.28)
H (-3.45, 6.51, 1.21)
H (-1.36, 6.83, -0.13)
H (0.19, 4.92, -0.38)
C (4.24, 2.74, -2.92)
C (3.27, 2.49, -1.81)
N (2.40, 1.55, -1.78)
O (2.28, 0.68, -2.87)
C (3.27, 3.38, -0.63)
C (4.23, 4.49, -0.36)
N (2.28, 3.13, 0.15)
O (1.98, 3.80, 1.20)
H (4.18, 2.01, -3.72)
H (5.26, 2.72, -2.53)
H (4.08, 3.74, -3.34)
H (2.36, 1.20, -3.68)
H (4.99, 4.58, -1.14)
H (4.73, 4.33, 0.59)
H (3.69, 5.43, -0.28)
C (-4.68, -3.42, -2.08)
C (-3.83, -3.55, -0.81)
C (-4.74, -3.43, 0.43)
C (-3.16, -4.92, -0.79)
C (-2.82, -2.41, -0.77)
C (-3.25, -1.08, -0.80)
C (-2.33, -0.07, -0.71)
N (-1.01, -0.28, -0.56)
C (-0.58, -1.54, -0.58)
C (-1.46, -2.62, -0.67)
C (0.89, -1.72, -0.41)
C (1.51, -2.94, -0.58)
C (2.88, -3.08, -0.39)
C (3.57, -1.93, -0.05)
C (2.89, -0.73, 0.09)
N (1.57, -0.62, -0.07)
C (3.55, -4.44, -0.56)
C (2.95, -5.40, 0.48)
C (3.27, -4.96, -1.98)
C (5.06, -4.36, -0.35)
H (-5.38, -4.26, -2.14)
H (-4.05, -3.45, -2.97)
H (-5.26, -2.50, -2.10)
H (-5.47, -4.24, 0.43)
H (-5.28, -2.48, 0.44)
H (-4.15, -3.50, 1.34)
H (-3.92, -5.70, -0.83)
H (-2.58, -5.08, 0.12)
H (-2.51, -5.06, -1.65)
H (-4.30, -0.83, -0.90)
H (-2.64, 0.97, -0.75)
H (-1.07, -3.62, -0.64)
H (0.92, -3.80, -0.88)
H (4.64, -1.93, 0.12)
H (3.41, 0.17, 0.36)
H (1.87, -5.52, 0.35)
H (3.13, -5.05, 1.49)
H (3.41, -6.39, 0.37)
H (2.20, -5.11, -2.15)
H (3.76, -5.92, -2.12)
H (3.64, -4.27, -2.73)
H (5.31, -4.03, 0.65)
H (5.53, -3.69, -1.07)
H (5.49, -5.36, -0.49)
O (-0.12, 2.69, -3.60)
B (-0.63, 2.65, -2.28)
O (-1.90, 3.30, -2.30)
C (-2.13, 3.70, -3.59)
C (-3.21, 4.37, -4.11)
C (-3.18, 4.66, -5.47)
C (-2.10, 4.29, -6.26)
C (-1.00, 3.61, -5.72)
C (-1.05, 3.33, -4.38)
H (-4.05, 4.65, -3.48)
H (-4.01, 5.19, -5.92)
H (-2.10, 4.53, -7.32)
H (-0.16, 3.32, -6.33)
C (3.99, 0.87, 5.16)
N (3.16, 2.04, 4.92)
C (2.30, 2.14, 3.89)
N (1.54, 3.25, 3.84)
S (2.14, 0.90, 2.75)
H (4.60, 1.07, 6.04)
H (4.63, 0.68, 4.31)
H (3.38, -0.01, 5.34)
H (3.15, 2.76, 5.62)
H (1.82, 4.05, 4.38)
H (1.16, 3.44, 2.92)

Output
* total charge: +1
* LUMO: -0.12257 Eh
* E_HOMO: -0.364 Ha
* HOMO-LUMO gap: 6.568 eV


Last place for stability: *x*


*w*
Entry from OMol25: a molecular structure, C19H23N3O4 (the ωB97M-V functional and the def2-TZVPD basis).

CARTESIAN COORDINATES (ANGSTROEM)
C (3.74, 3.50, -2.46)
H (4.42, 4.16, -2.74)
O (4.10, 2.09, -2.65)
C (3.34, 1.17, -2.41)
C (1.97, 1.42, -2.09)
C (1.42, 0.20, -1.71)
C (2.09, -0.99, -1.80)
C (3.20, -1.28, -2.44)
C (4.00, -0.14, -2.71)
O (5.24, -0.15, -3.01)
H (5.69, 0.52, -3.20)
N (3.83, -2.66, -2.63)
O (4.87, -2.53, -2.81)
O (3.04, -3.59, -2.29)
H (1.32, -2.03, -1.79)
C (0.05, 0.29, -1.20)
N (-0.24, 1.57, -0.33)
C (-1.52, 1.92, -0.22)
C (-2.60, 0.73, 0.48)
N (-1.59, 0.02, 1.47)
C (-2.47, -0.74, 2.18)
C (-2.44, -0.48, 3.66)
C (-3.32, -1.32, 4.50)
C (-3.78, -2.42, 4.08)
C (-3.87, -2.91, 2.46)
C (-3.07, -1.98, 1.84)
C (-2.81, -2.23, 0.40)
H (-1.86, -2.22, 0.01)
H (-2.67, -3.45, 0.39)
H (-3.56, -2.00, -0.19)
H (-4.19, -3.77, 2.26)
H (-4.57, -2.99, 4.52)
H (-3.52, -0.96, 5.53)
H (-2.23, 0.64, 3.97)
C (-0.62, 0.94, 1.99)
C (0.39, 1.03, 0.96)
H (1.03, 0.45, 0.71)
H (1.04, 2.17, 1.40)
H (-1.01, 1.75, 2.46)
H (0.01, 0.17, 2.78)
H (-3.27, 1.46, 1.18)
H (-2.70, 0.12, -0.14)
H (-1.91, 2.12, -1.29)
H (-1.52, 2.95, 0.28)
H (-0.35, -0.74, -0.90)
H (-0.85, 0.45, -2.06)
H (1.57, 2.30, -1.76)
H (3.34, 3.83, -1.41)
H (2.80, 3.59, -3.29)

Output
* LUMO: 0.01348 Eh
* E_HOMO: -0.284 Ha
* HOMO-LUMO gap: 8.104 eV


*x*
Entry from OMol25: 2 unconnected molecules or ions with the total composition C19H23N3O4 (the ωB97M-V functional and the def2-TZVPD basis).

CARTESIAN COORDINATES (ANGSTROEM)
C (-0.50, -0.85, -4.28)
C (-1.75, -0.64, -5.11)
O (-2.31, 0.61, -4.68)
C (-1.56, 1.07, -3.60)
O (-1.86, 2.13, -3.05)
N (-0.57, 0.19, -3.32)
H (-0.52, -1.84, -3.80)
H (0.38, -0.77, -4.94)
H (-1.52, -0.58, -6.18)
H (-2.47, -1.45, -4.92)
C (-0.64, -0.35, 4.28)
C (-0.23, -1.00, 2.97)
N (-1.14, -0.49, 1.85)
C (-0.83, -1.13, 0.51)
C (0.53, -0.80, 0.00)
C (0.81, 0.19, -0.89)
C (2.15, 0.59, -1.16)
C (3.18, -0.24, -0.67)
O (2.89, -1.39, 0.05)
C (1.61, -1.71, 0.41)
O (1.45, -2.73, 1.06)
C (4.53, 0.00, -0.92)
C (4.87, 1.13, -1.65)
C (3.88, 2.00, -2.13)
C (2.53, 1.73, -1.89)
C (-1.03, 1.04, 1.76)
C (-1.42, 1.63, 3.10)
N (-1.79, 0.57, 4.07)
C (-2.95, -0.20, 3.54)
C (-2.58, -0.84, 2.22)
H (-0.94, -1.11, 5.01)
H (0.19, 0.23, 4.69)
H (0.80, -0.77, 2.71)
H (-0.35, -2.09, 3.00)
H (-0.93, -2.22, 0.66)
H (-1.60, -0.77, -0.19)
H (0.00, 0.69, -1.43)
H (5.27, -0.71, -0.55)
H (5.92, 1.33, -1.86)
H (4.16, 2.89, -2.69)
H (1.74, 2.38, -2.27)
H (0.00, 1.28, 1.49)
H (-1.71, 1.35, 0.96)
H (-0.58, 2.20, 3.52)
H (-2.27, 2.31, 2.98)
H (-3.21, -0.97, 4.27)
H (-3.79, 0.49, 3.41)
H (-3.21, -0.47, 1.40)
H (-2.63, -1.93, 2.26)

Output
* LUMO: -0.01242 Eh
* E_HOMO: -0.234 Ha
* HOMO-LUMO gap: 6.040 eV


Last place for stability: *w*